# 1
A structure of composition C32H37BBrFeN8O4S in a non-equilibrium geometry, computed with wB97M-V/def2-TZVPD.

Each line ends with the Mulliken charge.
Cartesian coordinates (Å):
Fe 0.13 -0.26 -0.05  1.1669
C -0.27 3.51 -3.08  -1.5373
C -1.07 3.09 -1.84  0.7559
C -2.03 1.95 -2.15  -1.3099
C -0.14 2.95 -0.66  -0.1959
C 0.38 4.10 -0.04  -1.5014
C 1.27 3.64 0.89  -0.2618
N 1.27 2.30 0.84  -0.0339
N 0.41 1.86 -0.12  0.8350
B 2.12 1.36 1.70  -0.5125
N 1.19 0.52 2.59  -0.1923
C 1.28 0.40 3.92  -0.2915
C 0.22 -0.37 4.35  -1.4529
C -0.51 -0.66 3.19  0.0317
N 0.10 -0.12 2.12  0.5351
C -1.85 -1.35 3.28  0.7369
C -2.94 -0.31 3.59  -1.5510
C -2.24 -2.28 2.14  -1.1440
N 2.95 0.44 0.82  0.0966
C 4.28 0.33 0.72  -0.5932
C 4.56 -0.60 -0.26  -1.0104
C 3.30 -1.02 -0.73  -0.3623
N 2.34 -0.37 -0.06  0.3395
C 3.07 -2.02 -1.82  1.8401
C 3.66 -1.53 -3.15  -1.6248
C 3.72 -3.36 -1.47  -1.7019
H -0.94 3.73 -3.91  0.3898
H 0.43 2.73 -3.39  0.2045
H 0.32 4.41 -2.88  0.4384
H -1.70 3.96 -1.58  0.5196
H -1.54 0.99 -2.23  -0.1608
H -2.53 2.16 -3.11  0.4971
H -2.80 1.88 -1.39  0.3361
H 0.14 5.12 -0.28  0.5553
H 1.91 4.15 1.59  0.4416
H 2.85 2.00 2.41  -0.1920
H 2.09 0.87 4.45  0.4619
H -0.03 -0.67 5.35  0.4908
H -1.77 -1.97 4.18  0.4556
H -3.02 0.43 2.80  0.2481
H -2.70 0.22 4.52  0.4248
H -3.91 -0.80 3.71  0.4094
H -2.15 -1.81 1.16  -0.0307
H -3.27 -2.61 2.27  0.4404
H -1.61 -3.17 2.13  0.2192
H 4.92 0.93 1.34  0.4576
H 5.53 -0.92 -0.61  0.5253
H 1.99 -2.15 -1.94  -0.1849
H 4.75 -1.52 -3.10  0.3926
H 3.31 -0.53 -3.38  0.2555
H 3.37 -2.20 -3.96  0.4115
H 4.80 -3.25 -1.37  0.3169
H 3.53 -4.09 -2.27  0.4227
H 3.35 -3.78 -0.54  0.3380
O -2.03 0.80 0.57  -0.0706
N -3.14 0.33 0.24  -1.4315
N -3.06 -0.70 -0.54  1.6451
O -1.92 -1.23 -0.88  -0.5884
C -4.27 -1.33 -0.93  0.2494
C -5.51 -0.72 -0.73  -0.5805
C -6.66 -1.37 -1.13  -0.6200
C -6.59 -2.62 -1.74  -0.4918
C -5.36 -3.21 -1.95  -0.8454
C -4.19 -2.57 -1.55  -0.1700
H -5.55 0.26 -0.26  0.4103
H -7.62 -0.89 -0.97  0.3748
H -7.50 -3.12 -2.06  0.3801
H -5.29 -4.18 -2.43  0.3767
H -3.21 -3.00 -1.70  0.4468
S 0.75 -3.59 0.63  -0.1815
C 0.38 -2.19 0.15  0.4048
Br -2.17 -1.14 -8.28  -0.2551
C -1.27 -0.74 -6.65  0.0995
C -0.13 0.04 -6.69  -0.7836
C 0.52 0.33 -5.50  -0.4601
C 0.03 -0.15 -4.29  0.6961
C -1.12 -0.93 -4.28  0.2999
C -1.78 -1.23 -5.46  -0.9169
C 0.74 0.19 -2.99  -0.1596
O 1.68 0.99 -3.01  -0.9164
O 0.24 -0.41 -1.99  0.2250
H 0.24 0.41 -7.64  0.4170
H 1.41 0.95 -5.48  0.4584
H -1.49 -1.28 -3.32  0.3282
H -2.68 -1.83 -5.45  0.5145

The energy above the lowest of the compared OMol25 structures with the same formula, charge and spin is 0.971 eV. As for the total charge: -1. The value obtained for the energy is -169838.1194 eV.

# 2
A structure of composition C32H37BN8NdO4S in a non-equilibrium geometry, computed with wB97M-V/def2-TZVPD.

Each line ends with the Mulliken charge.
Cartesian coordinates (Å):
Nd -0.39 0.35 0.37  1.2031
C -3.58 3.12 0.63  -1.1659
N -2.95 3.14 -0.70  1.1863
C -2.34 4.39 -1.09  -0.8088
C -1.12 4.80 -0.28  -0.8281
C -0.31 3.76 0.50  -0.3310
N 0.31 2.66 -0.27  0.4132
C 1.47 2.91 -0.83  -0.5888
C 2.68 2.16 -0.68  0.8614
C 3.79 2.74 -1.36  -0.9369
C 5.00 2.07 -1.45  -0.7669
C 5.16 0.84 -0.70  -0.4920
C 4.14 0.43 0.16  -0.4832
C 2.85 0.99 0.10  0.5926
O 1.87 0.40 0.77  -0.2190
C -3.68 2.41 -1.72  -1.1592
C -2.91 2.04 -3.01  -1.0772
C -1.61 1.24 -2.81  -0.4465
N -1.77 0.15 -1.83  0.3557
C -2.84 -0.56 -2.01  -0.5456
C -3.53 -1.44 -1.10  0.8401
C -4.56 -2.30 -1.55  -0.8296
C -5.05 -3.27 -0.68  -0.5308
C -4.51 -3.41 0.60  -0.5797
C -3.71 -2.39 1.16  -0.5919
C -3.25 -1.32 0.32  0.4726
O -2.66 -0.25 0.79  -0.5706
H -4.62 3.55 0.70  0.2619
H -2.97 3.70 1.32  0.3717
H -3.64 2.12 1.07  0.1469
H -3.05 5.24 -1.06  0.2506
H -2.08 4.31 -2.14  0.2313
H -1.40 5.63 0.41  0.3547
H -0.46 5.23 -1.02  0.4023
H -0.85 3.31 1.33  -0.1633
H 0.54 4.34 1.04  0.3185
H 1.53 3.79 -1.46  0.1854
H 3.65 3.72 -1.80  0.3097
H 5.81 2.38 -2.08  0.4017
H 6.09 0.29 -0.75  0.4214
H 4.34 -0.40 0.90  0.1750
H -4.48 3.13 -2.10  0.3071
H -4.23 1.59 -1.27  0.6090
H -2.68 2.98 -3.55  0.4999
H -3.58 1.43 -3.60  0.4462
H -0.76 1.87 -2.51  -0.1061
H -1.33 0.84 -3.77  0.4128
H -3.24 -0.62 -3.06  0.0758
H -4.96 -2.26 -2.54  0.3945
H -5.85 -3.94 -1.02  0.3487
H -4.84 -4.27 1.17  0.3872
H -3.41 -2.35 2.20  0.4515
N 5.34 -3.81 3.91  -0.5217
C 4.30 -3.51 3.05  0.7677
C 3.82 -4.45 2.13  -0.8009
C 2.60 -4.27 1.49  -0.4066
C 1.84 -3.12 1.78  -0.2649
C 2.33 -2.14 2.58  -0.1494
C 3.56 -2.32 3.19  -0.9940
S 0.27 -2.90 0.96  1.3366
O -0.32 -4.21 0.80  -0.7509
O -0.34 -1.82 1.73  -0.5739
N 0.53 -2.10 -0.42  0.1454
C 1.17 -2.54 -1.47  0.1082
N 1.19 -1.74 -2.60  -0.3661
C 1.83 -2.20 -3.65  -0.0873
C 2.50 -3.44 -3.68  -0.9359
C 2.46 -4.15 -2.49  -0.0622
N 1.77 -3.77 -1.45  -0.3967
H 5.68 -4.76 3.92  0.2054
H 5.30 -3.40 4.84  0.2164
H 4.40 -5.34 1.95  0.2889
H 2.19 -4.99 0.81  0.5109
H 1.77 -1.19 2.68  0.5030
H 3.93 -1.59 3.91  0.3477
H 1.85 -1.50 -4.52  0.3640
H 3.01 -3.81 -4.53  0.4024
H 2.91 -5.11 -2.35  0.4534
B -1.05 2.29 5.12  0.6531
C -0.83 1.84 3.67  -0.3705
N -0.82 1.59 2.51  -0.5650
H -0.64 3.41 5.25  -0.1840
H -2.21 2.26 5.41  -0.1636
H -0.37 1.51 5.74  -0.1772

The spin multiplicity is 4. The energy above the lowest of the compared OMol25 structures with the same formula, charge and spin is 1.642 eV. As for the total charge: -1. The value obtained for the energy is -80687.1264 eV.